No. 1
Formula: C17H24N7O7
Source: the Open Molecules 2025 dataset
Level of theory: ωB97M-V/def2-TZVPD

* highest occupied orbital energy: -5.2 eV
* energy relative to the best compared isomer or geometry (same formula, charge and spin): 1.8 kcal/mol
* DFT total energy: -1572.3757 Eh
* maximum force: 3.12 eV Å⁻¹
* orbital gap: 6.7 eV
* net charge: -1
* LUMO level: 1.545 eV

Each line ends with the natural charge from an NBO analysis.
Cartesian coordinates (Å):
O1 -1.16978 6.84208 -0.25094  -0.6676
O2 -0.16524 2.67910 -2.71531  -0.8391
O3 2.00265 -7.82720 1.82889  -0.6065
O4 -3.02228 4.27091 1.88769  -0.6564
O5 -1.46635 2.99626 -4.47256  -0.7332
N1 1.03488 -3.04526 -1.97590  -0.4403
N2 0.95005 0.15692 -0.02149  -0.5239
N3 1.63331 -1.71294 1.25941  -0.5572
O6 0.25509 -8.32501 3.17848  -0.6818
O7 -1.13099 -6.13983 2.35365  -0.7106
C1 -0.58629 6.01032 -0.93471  0.6742
C2 -1.29709 2.77340 -3.25583  0.7698
C3 0.88699 -7.56488 2.24832  0.7697
C4 -2.00356 4.08355 1.22704  0.6833
C5 1.38583 -4.11440 -1.29415  0.1943
C6 1.35694 -0.41250 1.11101  0.2796
C7 0.80650 -0.62917 -1.06827  0.4288
C8 1.47963 -2.46304 0.17387  0.3371
C9 1.08065 -1.99150 -1.04618  -0.0545
N4 0.35018 -0.02467 -2.18754  -0.7756
N5 -0.86110 3.84717 1.88929  -0.6123
N6 1.66683 -3.81558 0.03385  -0.3746
N7 -0.92740 4.73010 -0.98974  -0.6439
C10 0.59617 6.41466 -1.77957  -0.7052
C11 0.44894 3.48149 1.34884  -0.4168
C12 -2.55787 2.61420 -2.38288  -0.5208
C13 0.17408 -6.27888 1.75666  -0.0014
C14 2.11648 -4.72542 1.09925  -0.2195
C15 0.98258 -5.01667 2.10341  -0.4224
C16 -2.32643 2.70326 -0.86072  -0.3998
C17 -2.08384 4.12724 -0.31708  -0.1286
H1 0.85365 -9.06958 3.34399  0.5018
H2 -1.11650 -6.45998 3.27451  0.4772
H3 1.45324 -5.10913 -1.72438  0.1994
H4 1.47598 0.22950 1.97883  0.1737
H5 0.52062 -0.50654 -3.05813  0.3912
H6 0.33060 1.00762 -2.19084  0.4582
H7 -0.95489 3.89163 2.89037  0.3949
H8 -0.38862 4.11601 -1.60079  0.4500
H9 1.49341 5.94761 -1.37985  0.2184
H10 0.69131 7.49831 -1.76299  0.2242
H11 0.43248 6.06895 -2.80026  0.2360
H12 0.34073 2.76157 0.53432  0.2351
H13 1.06154 3.03210 2.12963  0.1908
H14 0.95438 4.37046 0.96984  0.1910
H15 -2.99337 1.63508 -2.59476  0.2193
H16 -3.29937 3.36686 -2.66280  0.2114
H17 0.04535 -6.34083 0.67139  0.2106
H18 2.94359 -4.24237 1.63191  0.2255
H19 2.51364 -5.64766 0.66485  0.2269
H20 0.31033 -4.15189 2.14451  0.2548
H21 1.41342 -5.13396 3.10268  0.2084
H22 -3.22485 2.31911 -0.37442  0.2120
H23 -1.50578 2.04465 -0.57611  0.2158
H24 -2.96046 4.72876 -0.55827  0.2282


No. 2
Formula: C3H2O
Source: the Open Molecules 2025 dataset
Level of theory: ωB97M-V/def2-TZVPD

* highest occupied orbital energy: -10.7 eV
* energy relative to the best compared isomer or geometry (same formula, charge and spin): 51.6 kcal/mol
* DFT total energy: -190.5803 Eh
* maximum force: 2.74 eV Å⁻¹
* orbital gap: 9.4 eV
* LUMO level: -1.208 eV

Each line ends with the natural charge from an NBO analysis.
Cartesian coordinates (Å):
C1 0.46909 0.76569 -1.19364  0.4246
C2 0.29372 -0.71042 -1.22136  -0.7072
C3 1.11433 -1.45142 -0.53267  0.3346
O1 -0.50823 1.45698 -1.15439  -0.4858
H1 1.63061 1.04976 -0.97794  0.1370
H2 -0.61670 -1.20997 -1.41533  0.2968


No. 3
Formula: C25H26Cl4GeIrN6O3
Source: the Open Molecules 2025 dataset
Level of theory: ωB97M-V/def2-TZVPD

* highest occupied orbital energy: -9.2 eV
* energy relative to the best compared isomer or geometry (same formula, charge and spin): 31.6 kcal/mol
* DFT total energy: -5544.4601 Eh
* maximum force: 1.39 eV Å⁻¹
* orbital gap: 5.1 eV
* net charge: +1
* LUMO level: -4.164 eV

Each line ends with the natural charge from an NBO analysis.
Cartesian coordinates (Å):
Ir1 0.07073 0.13354 0.69023  1.0317
N1 -3.06962 -1.73908 -1.66207  -0.5249
C1 -2.10286 -1.56152 -0.77406  0.3806
N2 -1.71822 -0.39961 -0.32972  -0.5557
C2 -2.31716 0.77509 -0.84321  0.4355
N3 -1.93848 1.94974 -0.47409  -0.2890
N4 -0.82773 1.87463 0.32071  -0.2455
C3 -0.21303 2.93149 0.70823  0.1593
C4 0.96294 2.71453 1.54550  0.1277
C5 1.65757 3.74715 2.14053  -0.1459
C6 2.73382 3.45214 2.96307  -0.1196
C7 3.08321 2.13045 3.15261  -0.1779
C8 2.36590 1.13698 2.50920  0.0690
N5 1.31992 1.41086 1.73083  -0.4233
C9 -3.39737 0.62528 -1.80674  -0.1685
C10 -4.04947 1.72886 -2.36421  -0.1165
C11 -5.05092 1.53647 -3.29008  -0.1941
C12 -5.41081 0.24512 -3.68157  -0.1456
C13 -4.76972 -0.85639 -3.15294  -0.2445
C14 -3.76312 -0.65391 -2.21724  0.2297
H1 -3.29217 -2.67610 -1.96206  0.4356
H2 -1.60570 -2.45035 -0.40859  0.2186
H3 -0.55955 3.92084 0.44038  0.2624
H4 1.36771 4.76554 1.92702  0.2632
H5 3.30602 4.24683 3.42008  0.2483
H6 3.93454 1.85135 3.75574  0.2487
H7 2.63281 0.09656 2.61891  0.2193
H8 -3.73998 2.72043 -2.06676  0.2546
H9 -5.55500 2.38856 -3.72368  0.2405
H10 -6.19510 0.10405 -4.41258  0.2385
H11 -5.03634 -1.85891 -3.46331  0.2277
Cl1 2.09774 4.50078 -0.88399  -0.5792
Ge1 2.71162 2.27531 -1.20808  0.7507
Cl2 4.59338 2.18073 0.23311  -0.6176
Cl3 3.81626 2.56638 -3.09954  -0.4903
C15 -2.83900 1.10869 2.43528  -0.2486
O1 -1.71216 0.44467 3.04775  -0.4721
C16 -0.67358 -0.07899 2.47467  0.5141
C17 0.05343 -0.82300 3.56437  -0.7427
H12 -3.64779 0.97307 3.14534  0.2232
H13 -3.08152 0.63851 1.49415  0.1947
H14 -2.61856 2.16418 2.30987  0.2130
H15 -0.65023 -1.43795 4.12514  0.2586
H16 0.42889 -0.06343 4.25747  0.2714
H17 0.88131 -1.42478 3.21164  0.2356
Cl4 1.97732 -0.33871 -4.49102  -0.0058
C18 0.40527 -0.56094 -3.69225  -0.4780
C19 0.34127 0.29687 -2.43266  0.7682
O2 0.02107 1.47235 -2.48406  -0.6364
O3 0.64797 -0.36138 -1.35376  -0.8150
H18 0.31286 -1.61687 -3.45309  0.2084
H19 -0.37055 -0.24534 -4.38553  0.2287
C20 3.99386 -4.81886 0.08003  -0.6483
C21 3.06896 -3.67532 0.35641  0.0880
C22 3.48418 -2.35661 0.21071  -0.2285
C23 2.60052 -1.32256 0.43421  0.0825
N6 1.32996 -1.53642 0.81715  -0.4793
C24 0.91667 -2.80402 0.95283  0.0515
C25 1.74480 -3.88283 0.74293  -0.2465
H20 5.00922 -4.58427 0.39507  0.2417
H21 4.02161 -5.01518 -0.99383  0.2509
H22 3.66708 -5.72813 0.58078  0.2298
H23 4.49271 -2.11436 -0.09734  0.2526
H24 2.90648 -0.29436 0.27693  0.2561
H25 -0.11256 -2.94352 1.26169  0.1936
H26 1.35868 -4.88435 0.87750  0.2348


No. 4
Formula: C2H3NOS2
Source: the Open Molecules 2025 dataset
Level of theory: ωB97M-V/def2-TZVPD

* highest occupied orbital energy: -9.0 eV
* energy relative to the best compared isomer or geometry (same formula, charge and spin): 60.8 kcal/mol
* DFT total energy: -1004.2906 Eh
* maximum force: 1.31 eV Å⁻¹
* orbital gap: 8.6 eV
* LUMO level: -0.467 eV

Each line ends with the natural charge from an NBO analysis.
Cartesian coordinates (Å):
O1 -2.65832 0.20020 -0.02347  -0.5503
N1 -1.61011 -0.67733 -0.18243  -0.1246
C1 -0.50112 -0.11897 0.11597  -0.1642
S1 0.95262 -1.09952 0.05688  0.4126
C2 2.16266 0.12813 -0.02659  -0.5159
S2 3.75641 -0.14842 -0.07084  0.0522
H1 -3.43514 -0.35427 -0.27042  0.4840
H2 -0.43511 0.92283 0.42805  0.2008
H3 1.76809 1.14735 -0.02714  0.2054